[1]
26
Properties=species:S:1:pos:R:3:mulliken_spin:R:1 method="wB97M-V/def2-TZVPD" homo_energy_ev="-3.8122 / -3.7518" e_lumo_ev="2.7 / 2.7" e_tot_ha=-4759.84014 de_lowest_kj_mol=39.0 charge=-1 spin_multiplicity=3 gap_ha="0.239 / 0.236"
Ni 0.860 0.087 0.180 1.621
N -1.224 0.745 -0.097 0.059
N -2.168 0.135 0.753 -0.004
C -2.874 -0.937 0.386 0.001
N -3.597 -1.479 1.425 0.002
S -2.924 -1.527 -1.167 0.004
H -1.148 1.714 0.207 -0.008
H -1.565 0.735 -1.058 -0.003
H -2.354 0.630 1.616 0.001
H -3.151 -1.461 2.330 0.000
H -4.033 -2.353 1.184 0.000
S 1.370 0.842 -1.992 0.132
S 2.630 -0.754 -2.347 0.010
S 4.101 -0.460 -0.931 0.000
S 3.064 -0.519 0.876 0.104
F 1.069 3.063 4.338 0.000
C 1.051 1.745 4.120 0.000
F 0.517 1.153 5.197 0.000
F 2.300 1.318 3.981 0.000
S 0.056 1.358 2.626 -0.003
O -1.281 1.818 2.946 0.001
O 0.179 -0.085 2.458 0.021
O 0.711 2.078 1.543 0.009
N 0.516 -3.064 -0.111 -0.018
C 0.537 -1.908 -0.077 0.069
H 0.742 -4.031 -0.176 0.001



[2]
64
Properties=species:S:1:pos:R:3:mulliken_charge:R:1 method="wB97M-V/def2-TZVPD" homo_energy_ev=-10.0586 e_lumo_ev=-3.5 e_tot_ha=-1744.31602 de_lowest_kj_mol=0.0 charge=+1 gap_ha=0.242
C 1.299 -0.787 3.372 -1.799
C 1.085 -1.482 2.085 0.567
N 0.999 -2.846 2.048 0.182
C 1.115 -3.715 3.209 -0.917
C 0.784 -3.276 0.737 -0.048
C 0.759 -2.110 -0.087 1.110
C 0.822 -2.266 -1.477 -0.092
C 0.903 -3.563 -1.999 -1.107
C 0.938 -4.695 -1.169 -0.816
C 0.906 -4.559 0.227 -0.912
C 0.958 -0.983 0.781 -0.033
C 1.033 0.457 0.350 0.490
C 2.411 0.799 -0.269 -0.305
C 3.242 -0.154 -0.844 -0.173
C 4.407 0.221 -1.527 -0.877
C 4.777 1.565 -1.583 -0.609
C 3.979 2.530 -0.955 -0.857
C 2.854 2.131 -0.239 -0.125
H 1.406 0.289 3.219 0.362
H 0.448 -0.953 4.050 0.355
H 2.213 -1.140 3.872 0.454
H 0.968 -4.742 2.869 0.389
H 2.102 -3.638 3.695 0.298
H 0.334 -3.461 3.942 0.289
H 0.914 -1.385 -2.116 0.480
H 0.967 -3.691 -3.078 0.421
H 0.989 -5.688 -1.606 0.405
H 0.970 -5.410 0.911 0.247
H 0.975 1.055 1.272 0.756
H 2.990 -1.210 -0.778 0.429
H 5.021 -0.547 -2.016 0.421
H 5.673 1.870 -2.117 0.394
H 4.207 3.596 -1.038 0.441
H 2.272 2.869 0.311 0.430
C -2.512 -0.027 -1.963 -0.626
N -2.559 0.263 -0.517 0.148
C -3.728 0.114 0.266 0.503
C -3.503 0.524 1.577 1.089
C -4.559 0.605 2.475 -0.677
C -5.821 0.142 2.079 -0.619
C -6.023 -0.336 0.773 -0.707
C -4.978 -0.330 -0.160 -1.099
S -1.802 0.936 1.856 -0.068
C -1.488 0.676 0.185 -0.548
C -0.151 0.851 -0.503 1.920
C -0.073 2.287 -1.081 -0.489
C -0.704 3.348 -0.453 -0.135
C -0.436 4.665 -0.847 -0.749
C 0.463 4.913 -1.888 -0.670
C 1.046 3.839 -2.574 -0.725
C 0.722 2.528 -2.215 -0.135
H -2.191 0.841 -2.559 0.241
H -1.855 -0.885 -2.178 0.230
H -3.525 -0.287 -2.269 0.361
H -4.386 1.047 3.452 0.428
H -6.653 0.160 2.782 0.408
H -7.012 -0.705 0.483 0.400
H -5.131 -0.680 -1.181 0.335
H -0.211 0.154 -1.340 -0.071
H -1.388 3.149 0.373 0.400
H -0.913 5.489 -0.321 0.425
H 0.715 5.936 -2.168 0.419
H 1.776 4.013 -3.372 0.432
H 1.160 1.687 -2.767 0.329



[3]
12
Properties=species:S:1:pos:R:3:mulliken_charge:R:1 method="wB97M-V/def2-TZVPD" homo_energy_ev=-9.0311 e_lumo_ev=0.9 smiles="O=C1CC=CC1" e_tot_ha=-269.30970 de_lowest_kj_mol=95.9 gap_ha=0.365
O -1.970 -1.378 0.187 -0.580
C -0.978 -0.692 0.118 0.205
C 0.482 -1.110 -0.139 -0.412
C 1.277 0.170 -0.014 -0.332
C 0.490 1.206 0.264 -0.439
C -0.948 0.798 0.106 -0.327
H 0.705 -1.667 -1.058 0.294
H 0.648 -1.789 0.699 0.250
H 2.331 0.254 -0.262 0.372
H 0.816 2.225 0.468 0.396
H -1.717 1.374 0.628 0.415
H -1.137 0.609 -0.996 0.158



[4]
51
Properties=species:S:1:pos:R:3:mulliken_charge:R:1 method="wB97M-V/def2-TZVPD" homo_energy_ev=-4.9471 e_lumo_ev=2.2 e_tot_ha=-3368.58157 de_lowest_kj_mol=3.8 charge=-1 gap_ha=0.262
Sn -0.752 -0.588 0.439 0.723
N 2.414 0.379 3.871 -0.503
C 1.654 0.068 2.763 0.539
S 0.108 -0.625 3.055 -0.507
N 2.222 0.353 1.629 -1.286
N 1.479 0.145 0.475 0.956
C 2.194 0.346 -0.576 -0.774
C 1.858 0.221 -1.974 0.862
C 2.905 0.411 -2.890 -0.728
C 2.708 0.327 -4.250 -0.709
C 1.420 0.056 -4.724 -0.414
C 0.371 -0.130 -3.852 -0.670
C 0.558 -0.058 -2.452 0.614
O -0.452 -0.233 -1.659 -0.498
H 2.185 -0.113 4.715 0.218
H 3.388 0.566 3.690 0.241
H 3.225 0.640 -0.374 0.224
H 3.892 0.632 -2.498 0.341
H 3.530 0.478 -4.937 0.388
H 1.241 -0.002 -5.792 0.382
H -0.633 -0.323 -4.208 0.445
F -5.861 3.243 -0.381 -0.228
C -5.621 2.744 0.832 0.492
F -6.563 1.829 1.102 -0.220
F -5.729 3.731 1.724 -0.225
S -3.976 1.925 0.915 1.101
O -4.012 0.919 -0.112 -0.585
O -3.838 1.505 2.279 -0.636
N -3.120 3.205 0.551 -0.478
S -1.608 3.190 0.176 1.033
O -0.986 4.436 0.493 -0.691
O -0.905 1.975 0.548 -0.421
C -1.610 3.167 -1.668 0.670
F -2.270 2.119 -2.143 -0.214
F -2.188 4.283 -2.134 -0.259
F -0.350 3.129 -2.118 -0.235
N 0.676 -4.600 -1.211 -0.029
C -0.039 -3.490 -0.883 -0.584
N 0.621 -2.673 -0.118 0.221
C 1.863 -3.262 0.081 0.304
C 2.963 -2.813 0.809 0.119
C 4.083 -3.621 0.824 -0.912
C 4.121 -4.846 0.138 -0.348
C 3.037 -5.300 -0.589 -1.082
C 1.913 -4.481 -0.602 0.312
H 0.358 -5.350 -1.797 0.195
H -1.042 -3.317 -1.245 0.544
H 2.932 -1.866 1.332 0.171
H 4.956 -3.302 1.378 0.409
H 5.021 -5.446 0.178 0.369
H 3.065 -6.241 -1.121 0.364



[5]
52
Properties=species:S:1:pos:R:3:mulliken_charge:R:1 method="wB97M-V/def2-TZVPD" homo_energy_ev="-9.3800 / -9.3807" e_lumo_ev="-4.8 / -4.8" e_tot_ha=-2131.76643 charge=+1 gap_ha="0.168 / 0.168"
Bi 0.775 0.379 -0.262 1.217
C 1.907 -0.460 3.999 -1.534
C 1.226 -0.658 2.670 -0.247
N 1.787 -0.860 1.494 0.172
C 3.041 -1.513 1.205 -0.712
C 2.997 -1.959 -0.276 -0.705
N 1.599 -1.865 -0.796 -0.353
C 1.467 -2.270 -2.189 -0.766
C 1.773 -1.144 -3.190 -0.793
N 0.993 0.090 -3.015 -0.209
C -0.353 0.169 -3.606 -1.460
C -1.568 -0.238 -2.725 -0.802
N -1.303 -0.404 -1.279 0.155
C -2.329 -0.316 -0.467 0.446
C -3.817 -0.234 -0.857 -1.703
C -2.000 -0.336 0.965 1.026
C -2.971 -0.383 1.973 -0.729
C -2.544 -0.476 3.314 -0.861
C -1.168 -0.553 3.586 -0.529
C -0.266 -0.571 2.547 1.077
N -0.721 -0.417 1.297 0.124
H 1.611 0.559 4.313 0.368
H 3.019 -0.615 4.002 0.363
H 1.469 -1.173 4.752 0.383
H 3.259 -2.378 1.841 0.391
H 3.909 -0.844 1.269 0.360
H 3.403 -2.995 -0.475 0.407
H 3.609 -1.285 -0.882 0.373
H 0.989 -2.400 -0.151 0.342
H 0.419 -2.624 -2.293 0.363
H 2.192 -3.094 -2.412 0.400
H 1.624 -1.513 -4.236 0.351
H 2.862 -0.843 -3.061 0.399
H 1.534 0.918 -3.268 0.324
H -0.476 -0.395 -4.557 0.264
H -0.500 1.221 -3.869 0.619
H -2.063 -1.154 -3.156 0.513
H -2.230 0.568 -2.958 0.527
H -3.828 -0.308 -1.989 0.405
H -4.166 0.769 -0.624 0.421
H -4.448 -1.048 -0.459 0.445
H -4.072 -0.207 1.758 0.361
H -3.294 -0.645 4.068 0.441
H -0.754 -0.570 4.605 0.381
S 1.283 2.482 1.282 -0.400
C 0.249 3.754 0.888 0.294
C -0.386 4.494 1.934 -0.074
N -0.900 5.033 2.841 -0.462
C -0.213 4.002 -0.449 0.591
S 0.076 2.969 -1.680 -0.493
C -1.022 5.205 -0.616 -0.058
N -1.681 6.136 -0.805 -0.414



[6]
85
Properties=species:S:1:pos:R:3:mulliken_charge:R:1 method="wB97M-V/def2-TZVPD" homo_energy_ev=-9.8125 e_lumo_ev=-4.9 e_tot_ha=-2586.16279 charge=+1 gap_ha=0.181
C -4.009 4.035 1.083 -1.004
N -2.796 3.259 1.222 0.308
C -2.835 2.057 1.865 0.251
O -3.824 1.559 2.396 -0.685
C -1.415 1.477 1.825 -0.149
C -1.382 0.240 0.949 -0.832
C -2.270 -0.830 1.498 0.039
C -3.545 -1.067 0.981 0.281
F -3.961 -0.358 -0.101 -0.373
C -4.402 -2.008 1.535 0.319
F -5.632 -2.206 1.021 -0.278
C -3.957 -2.777 2.614 0.592
F -4.750 -3.737 3.125 -0.276
C -2.668 -2.599 3.118 0.104
F -2.212 -3.392 4.108 -0.277
C -1.846 -1.629 2.557 0.160
F -0.576 -1.478 3.031 -0.306
N -0.622 2.590 1.310 0.638
C 0.734 2.480 1.309 0.269
C 1.616 3.452 0.862 0.159
C 3.011 3.453 0.906 -0.351
C 3.758 4.491 0.224 0.851
C 5.150 4.366 -0.026 -0.035
C 5.869 5.357 -0.695 -0.801
C 5.228 6.522 -1.145 -0.336
C 3.847 6.662 -0.949 -0.778
C 3.124 5.675 -0.282 -0.361
C -1.448 3.731 0.859 -0.112
C -1.389 3.939 -0.660 -1.476
C -1.147 5.009 1.643 -1.484
H -4.850 3.420 1.415 0.376
H -3.978 4.943 1.699 0.329
H -4.166 4.321 0.036 0.329
H -1.094 1.232 2.858 0.484
H -1.740 0.517 -0.053 0.418
H -0.347 -0.118 0.896 0.551
H 1.114 1.504 1.645 0.548
H 1.162 4.320 0.385 -0.609
H 3.553 2.631 1.385 0.298
H 5.649 3.449 0.284 0.241
H 6.942 5.236 -0.866 0.395
H 5.794 7.324 -1.628 0.392
H 3.330 7.554 -1.312 0.388
H 2.052 5.825 -0.184 0.396
H -1.771 3.039 -1.166 0.342
H -2.016 4.795 -0.944 0.471
H -0.362 4.121 -0.993 0.356
H -1.369 4.823 2.703 0.389
H -0.099 5.296 1.545 0.390
H -1.784 5.824 1.276 0.442
C 5.037 0.310 7.554 -1.981
C 4.737 0.870 6.149 2.063
C 3.390 0.308 5.682 -1.892
C 4.721 2.396 6.215 -1.743
C 5.829 0.483 5.126 -0.011
C 6.192 -0.981 5.208 -0.923
C 7.161 -1.432 4.138 -0.767
N 6.814 -0.816 2.847 0.187
C 7.181 -1.365 1.609 0.241
C 6.716 -0.592 0.545 0.599
C 6.953 -0.986 -0.777 -0.449
C 7.604 -2.213 -1.000 -0.574
C 8.031 -3.008 0.071 -0.629
C 7.841 -2.584 1.397 -0.721
S 5.837 0.801 1.113 -0.096
C 6.027 0.314 2.788 0.170
N 5.426 0.915 3.753 -0.342
H 6.023 0.640 7.914 0.390
H 4.280 0.657 8.280 0.447
H 5.018 -0.790 7.566 0.404
H 3.221 0.585 4.637 0.317
H 3.388 -0.785 5.757 0.348
H 2.566 0.697 6.293 0.453
H 4.680 2.817 5.209 0.286
H 3.866 2.767 6.789 0.439
H 5.631 2.758 6.705 0.407
H 6.734 1.061 5.415 0.403
H 6.661 -1.171 6.182 0.455
H 5.285 -1.602 5.145 0.298
H 8.198 -1.156 4.405 0.279
H 7.104 -2.519 4.007 0.467
H 6.629 -0.337 -1.583 0.395
H 7.773 -2.546 -2.026 0.369
H 8.523 -3.965 -0.124 0.378
H 8.182 -3.181 2.240 0.347